Run A
# C3H8N2

A single C3H8N2 molecule (ωB97M-V with the def2-TZVPD basis set, OMol25).

XYZ file:
```
13
Properties=species:S:1:pos:R:3:nbo_charge:R:1
C -1.590 0.931 -0.845 -0.60
C -0.416 0.097 -0.473 -0.28
N 0.032 0.451 0.910 -0.48
C 1.144 -0.086 1.281 0.27
N 1.645 -1.277 0.763 -0.83
H -1.407 1.998 -1.022 0.20
H -2.423 0.975 -0.149 0.22
H -1.873 0.603 -1.855 0.20
H 0.392 0.105 -1.202 0.19
H -0.867 -0.899 -0.399 0.18
H 1.544 0.215 2.255 0.17
H 1.206 -1.585 -0.082 0.38
H 2.614 -1.527 0.817 0.39
```

Its LUMO energy is 0.98 eV. The orbital gap is 9.98 eV. As for the structure (SMILES): CC/N=C\N. As for the molar mass: 72.111 g mol⁻¹.

=====

Run B
# C3H8N2

A single C3H8N2 molecule (ωB97M-V with the def2-TZVPD basis set, OMol25).

XYZ file:
```
13
Properties=species:S:1:pos:R:3:nbo_charge:R:1
N -2.052 0.391 0.056 -0.83
C -0.919 -0.480 -0.279 -0.22
C 0.350 -0.124 0.473 -0.09
C 1.342 0.819 -0.136 -0.26
N 1.567 -0.608 -0.169 -0.58
H -2.824 0.190 -0.543 0.36
H -2.302 0.181 1.027 0.35
H -1.078 -1.529 -0.064 0.16
H -0.643 -0.370 -1.312 0.20
H 0.297 -0.108 1.522 0.18
H 1.157 1.192 -1.157 0.19
H 1.911 1.532 0.442 0.20
H 2.230 -0.856 0.533 0.35
```

Its LUMO energy is 1.19 eV. The orbital gap is 10.46 eV. As for the structure (SMILES): NC[C@@H]1CN1. As for the molar mass: 72.111 g mol⁻¹.

=====

Run C
# C3H8N2

A single C3H8N2 molecule (ωB97M-V with the def2-TZVPD basis set, OMol25).

XYZ file:
```
13
Properties=species:S:1:pos:R:3:nbo_charge:R:1
C 1.778 0.046 0.212 -0.67
C 0.445 -0.038 -0.117 0.25
C -0.341 -1.271 -0.423 -0.67
N -0.180 1.149 0.116 -0.48
N -1.564 1.326 0.247 -0.64
H 2.366 0.891 -0.117 0.21
H 2.371 -0.850 0.319 0.20
H -1.157 -1.432 0.286 0.22
H -0.768 -1.203 -1.425 0.23
H 0.313 -2.140 -0.392 0.24
H 0.704 1.655 0.585 0.41
H -1.890 1.058 1.173 0.34
H -2.076 0.810 -0.464 0.36
```

Its LUMO energy is 0.95 eV. The orbital gap is 8.29 eV. As for the structure (SMILES): C=C(C)NN. As for the molar mass: 72.111 g mol⁻¹.

=====

run A is favored, and the nearest alternative lies 67.0 kJ/mol above it.